{"formula": "C3H11NO2", "method": "the ωB97M-V functional and the def2-TZVPD basis", "species": ["C", "N", "C", "C", "H", "H", "H", "H", "H", "H", "H", "O", "H", "H", "O", "H", "H"], "xyz": [[-1.21198, -1.86308, -1.59355], [-0.86003, -0.83428, -0.91932], [0.61651, -0.84208, -0.67359], [1.12302, -1.60905, 0.53889], [-1.73319, -2.74685, -1.22427], [-0.72161, -1.98970, -2.61115], [0.99097, -1.18623, -1.64636], [0.89311, 0.21141, -0.75296], [0.74605, -1.08036, 1.42660], [0.66241, -2.61430, 0.70227], [2.19139, -1.51546, 0.62346], [-1.25575, -0.19630, 1.87235], [-2.04298, 0.19148, 2.26591], [-1.54344, -0.61018, 1.04494], [1.30969, 4.37141, 0.14453], [2.23227, 4.35361, 0.43069], [0.87704, 5.11706, 0.56607]], "mulliken_charge": [-0.36, -0.38, -0.53, -1.00, 0.24, 0.32, 0.47, 0.32, 0.32, 0.25, 0.34, -0.65, 0.30, 0.35, -0.63, 0.32, 0.31], "de_lowest_kj_mol": 293.58, "smiles": "C=NCC.O.O", "homo_lumo_gap_ev": 8.71, "max_force_ev_per_a": 4.3, "energy_ha": -326.01966, "total_charge": 0, "mol_weight_g_mol": 93.13, "lumo_energy_ev": 0.2}

{"formula": "C3H11NO2", "method": "the ωB97M-V functional and the def2-TZVPD basis", "species": ["C", "C", "C", "H", "H", "H", "H", "H", "H", "H", "H", "N", "O", "O", "H", "H", "H"], "xyz": [[-0.65433, 0.48640, 0.29315], [-1.20044, 1.25050, -0.91546], [-1.61043, -0.59520, 0.80933], [-0.55659, 1.22217, 1.10709], [0.63728, 0.29250, 0.60880], [-0.48740, 1.99312, -1.27891], [-2.11763, 1.78953, -0.65895], [-1.46249, 0.57494, -1.73402], [-2.54787, -0.15914, 1.16719], [-1.17717, -1.14474, 1.64780], [-1.87279, -1.31493, 0.03005], [1.78504, -0.44479, -0.03770], [2.31875, -1.51266, 0.74829], [2.72612, -0.15000, -1.07417], [2.71482, -0.93193, -1.65046], [3.03394, -1.11920, 1.27329], [0.47117, -0.23656, -0.33533]], "mulliken_charge": [0.16, -1.32, -1.23, 0.29, 0.27, 0.34, 0.38, 0.34, 0.36, 0.32, 0.32, -0.40, -0.41, -0.42, 0.32, 0.32, 0.36], "de_lowest_kj_mol": 674.41, "homo_lumo_gap_ev": 9.81, "max_force_ev_per_a": 2.0, "energy_ha": -325.87461, "total_charge": 0, "mol_weight_g_mol": 93.13, "lumo_energy_ev": 1.0}

{"formula": "C3H11NO2", "method": "the ωB97M-V functional and the def2-TZVPD basis", "species": ["C", "C", "C", "N", "H", "H", "H", "H", "H", "H", "H", "O", "H", "H", "O", "H", "H"], "xyz": [[1.72216, 0.23266, 0.12317], [0.69996, -0.33572, -0.50181], [0.30137, -1.76320, -0.70730], [-0.29191, 0.58767, -0.97180], [1.89783, 1.29737, 0.24806], [2.61805, -0.23199, 0.53821], [0.31950, -2.21563, 0.29163], [0.90541, -2.32196, -1.42798], [-0.68770, -1.85063, -1.14174], [-0.65949, 0.30952, -1.87436], [0.04785, 1.52857, -0.89868], [-0.04387, 2.96163, 1.08036], [-0.78095, 2.42121, 0.81957], [0.73902, 2.42892, 1.14958], [-2.48350, -1.26125, 0.82596], [-1.80851, -0.55643, 0.66120], [-2.49524, -1.23074, 1.78592]], "mulliken_charge": [-1.32, 1.14, -1.13, -0.51, 0.22, 0.26, 0.26, 0.34, 0.33, 0.22, 0.21, -0.67, 0.33, 0.31, -0.63, 0.32, 0.32], "de_lowest_kj_mol": 80.81, "smiles": "C=C(C)N.O.O", "homo_lumo_gap_ev": 9.53, "max_force_ev_per_a": 2.2, "energy_ha": -326.10070, "total_charge": 0, "mol_weight_g_mol": 93.13, "lumo_energy_ev": 0.7}

{"formula": "C3H11NO2S", "method": "the ωB97M-V functional and the def2-TZVPD basis", "species": ["N", "C", "C", "O", "C", "S", "H", "H", "H", "H", "H", "H", "H", "H", "H", "O", "H", "H"], "xyz": [[-0.78017, -1.61080, 1.00180], [-0.10088, -0.82681, -0.07840], [0.78081, -1.82708, -0.86105], [1.43879, -2.71262, 0.03161], [-1.08059, -0.15650, -1.01103], [-1.97597, 1.29010, -0.34043], [-1.74637, -1.79314, 0.75289], [-0.80419, -1.04213, 1.83761], [0.53246, -0.11980, 0.43524], [0.17086, -2.41665, -1.54629], [1.59951, -1.27015, -1.31719], [0.76498, -2.93613, 0.69561], [-0.59936, 0.20975, -1.91892], [-1.86772, -0.86165, -1.27900], [-0.95316, 2.15159, -0.38546], [3.21554, 3.67432, 1.39463], [3.06662, 2.89293, 0.84495], [2.41099, 4.17122, 1.19742]], "mulliken_charge": [-0.67, 0.47, -0.72, -0.55, -0.99, -0.19, 0.22, 0.23, 0.36, 0.29, 0.32, 0.36, 0.37, 0.40, 0.10, -0.63, 0.31, 0.32], "de_lowest_kj_mol": 17.96, "smiles": "N[C@@H](CO)CS.O", "homo_lumo_gap_ev": 9.70, "max_force_ev_per_a": 1.6, "energy_ha": -724.30489, "total_charge": 0, "mol_weight_g_mol": 125.19, "lumo_energy_ev": 0.2}

{"formula": "C3H11NO2S2", "method": "the ωB97M-V functional and the def2-TZVPD basis", "species": ["N", "C", "C", "O", "C", "S", "S", "H", "H", "H", "H", "H", "H", "H", "H", "H", "O", "H", "H"], "xyz": [[-0.89924, 1.17956, 1.39198], [-0.57452, -0.02766, 0.72906], [-0.26506, -1.14064, 1.81087], [0.57069, -0.64247, 2.83304], [-1.63430, -0.40020, -0.29254], [-1.15136, 0.72305, -1.68505], [0.53476, -0.01096, -2.65560], [-0.07299, 1.64467, 1.77025], [-1.56001, 1.20823, 2.18002], [0.40617, 0.18970, 0.23600], [-1.20600, -1.30230, 2.34704], [0.18026, -2.02857, 1.22912], [1.57187, -0.64938, 2.37608], [-2.64132, -0.64721, 0.07656], [-1.39681, -1.40356, -0.72924], [1.44239, 0.30203, -1.79974], [2.86075, -0.23368, 1.54297], [3.37986, -0.96120, 1.67966], [3.44866, 0.41757, 1.84838]], "mulliken_charge": [-0.55, 0.65, -0.75, -0.58, -0.74, -0.10, -0.17, 0.24, 0.23, -0.14, 0.36, 0.26, 0.41, 0.44, 0.29, 0.12, -0.59, 0.30, 0.29], "de_lowest_kj_mol": 169.40, "smiles": "N[C@@H](CO)CSS.O", "homo_lumo_gap_ev": 8.50, "max_force_ev_per_a": 4.3, "energy_ha": -1122.44329, "total_charge": 0, "mol_weight_g_mol": 157.26, "lumo_energy_ev": 0.0}

{"formula": "C3H11NO3", "method": "the ωB97M-V functional and the def2-TZVPD basis", "species": ["C", "C", "C", "N", "O", "H", "H", "H", "H", "H", "H", "H", "O", "H", "H", "O", "H", "H"], "xyz": [[-0.57259, -0.60220, -2.14846], [-0.47132, 0.05261, -0.76748], [-1.30120, -0.62940, 0.30233], [-1.20397, -1.99325, 0.29545], [-1.88665, -0.00577, 1.16653], [-1.58404, -0.92099, -2.37072], [0.05530, -1.49436, -2.18226], [-0.21417, 0.06939, -2.91434], [0.54644, -0.01473, -0.40389], [-0.83959, 1.08035, -0.76673], [-1.40173, -2.44795, -0.58153], [-1.57900, -2.52243, 1.06652], [3.38553, 1.57571, 0.44326], [4.25111, 1.52754, 0.86683], [2.75922, 1.52015, 1.17757], [0.30332, 1.73635, 2.05959], [0.11700, 1.98990, 2.96642], [-0.36367, 1.07910, 1.79091]], "mulliken_charge": [-1.46, 0.07, 0.37, -0.40, -0.68, 0.36, 0.39, 0.35, 0.23, 0.30, 0.22, 0.26, -0.63, 0.31, 0.32, -0.63, 0.29, 0.34], "de_lowest_kj_mol": 39.54, "smiles": "CCC(N)=O.O.O", "homo_lumo_gap_ev": 10.97, "max_force_ev_per_a": 1.1, "energy_ha": -401.39799, "total_charge": 0, "mol_weight_g_mol": 109.12, "lumo_energy_ev": 0.8}

{"formula": "C3H11NO3S", "method": "the ωB97M-V functional and the def2-TZVPD basis", "species": ["N", "C", "C", "O", "C", "S", "H", "H", "H", "H", "H", "H", "H", "O", "H", "H", "O", "H", "H"], "xyz": [[-0.42131, -1.20391, 1.75485], [-0.05597, -0.91866, 0.28417], [1.27093, -0.26657, 0.48123], [2.02872, -0.03901, -0.44146], [-1.04192, 0.11432, -0.38839], [-2.72022, -0.42883, -0.77821], [-0.84701, -0.46832, 2.20859], [-1.19955, -1.80802, 1.71488], [-0.09855, -1.96409, -0.16009], [1.28255, 0.36309, 1.47534], [-0.91369, 1.10002, 0.12707], [-0.77313, 0.59828, -1.30258], [-3.23248, -0.05496, 0.30141], [1.77938, -1.16968, -3.05777], [1.69247, -2.03933, -2.68613], [2.01987, -0.66958, -2.34312], [0.31863, 2.71780, 0.87398], [0.41533, 3.15948, 0.16194], [0.49595, 2.97797, 1.77428]], "mulliken_charge": [-0.69, 0.44, -0.12, -0.50, -0.78, -0.15, 0.24, 0.25, 0.36, 0.19, 0.27, 0.38, 0.10, -0.62, 0.29, 0.37, -0.53, 0.22, 0.29], "de_lowest_kj_mol": 313.97, "smiles": "N[C@H](C=O)CS.O.O", "homo_lumo_gap_ev": 9.85, "max_force_ev_per_a": 10.2, "energy_ha": -799.47013, "total_charge": 0, "mol_weight_g_mol": 141.19, "lumo_energy_ev": 0.4}

{"formula": "C3H11NO3S", "method": "the ωB97M-V functional and the def2-TZVPD basis", "species": ["N", "C", "O", "C", "C", "S", "H", "H", "H", "H", "H", "H", "H", "O", "H", "H", "O", "H", "H"], "xyz": [[-2.20248, -0.04732, -0.69330], [-1.32060, -1.11329, -0.74356], [-1.56417, -2.01704, -1.54239], [0.19873, -1.16358, -0.21632], [1.30656, -0.64628, -1.33173], [2.98410, -0.24397, -0.51528], [-1.87278, 0.51952, 0.16863], [-3.14430, 0.09113, -1.01970], [0.31723, -2.27107, -0.09633], [0.22443, -0.65698, 0.85442], [1.50111, -1.39063, -2.04557], [0.91383, 0.31217, -1.59093], [2.48531, -0.64196, 0.78442], [-0.12342, 0.54224, 2.49419], [-0.93657, 0.51907, 2.97337], [-0.14081, 1.31581, 1.91958], [0.09624, 2.36147, 0.47350], [1.11709, 2.52959, 0.57968], [0.16049, 2.00112, -0.45268]], "mulliken_charge": [-0.36, 0.28, -0.61, -0.29, -0.61, -0.26, 0.21, 0.23, 0.28, 0.29, 0.43, 0.26, 0.17, -0.65, 0.31, 0.37, -0.73, 0.37, 0.31], "de_lowest_kj_mol": 183.42, "smiles": "NC(=O)CCS.O.O", "homo_lumo_gap_ev": 9.67, "max_force_ev_per_a": 6.1, "energy_ha": -799.51986, "total_charge": 0, "mol_weight_g_mol": 141.19, "lumo_energy_ev": 0.3}